2 unconnected molecules or ions with the total composition C5H15N4S. Source: the Open Molecules 2025 dataset; level of theory: wB97M-V/def2-TZVPD.

Bonds (Å) are listed after each position.
Geometry (Å):
1 C -0.55 0.50 -1.31  C3 1.377, N8 1.331, H12 1.085
2 C -0.21 1.16 0.84  C4 1.477, N8 1.413, H13 1.136, H14 1.165
3 C -1.92 0.37 -1.17  C1 1.377, N9 1.444, H15 1.121
4 C -1.43 0.36 1.11  C2 1.477, N9 1.452, H17 1.042, H18 1.097
5 C 3.03 1.50 -0.39  S10 1.786, H19 1.114, H20 1.041, H21 1.059
6 N 2.35 -0.56 0.90  S10 1.513, H22 1.032
7 N 0.06 -2.64 -0.36  H11 1.025, H16 1.041, H23 1.059
8 N 0.36 0.82 -0.40  C1 1.331, C2 1.413, S10 1.831
9 N -2.49 0.60 0.14  C3 1.444, C4 1.452, H24 1.098, H25 0.964
10 S 2.01 0.03 -0.44  C5 1.786, N6 1.513, N8 1.831
11 H -0.32 -3.43 -0.89  N7 1.025
12 H -0.22 0.01 -2.23  C1 1.085
13 H -0.51 2.25 0.88  C2 1.136
14 H 0.55 1.00 1.72  C2 1.165
15 H -2.63 -0.02 -1.93  C3 1.121
16 H -0.24 -2.98 0.58  N7 1.041
17 H -1.30 -0.65 0.91  C4 1.042
18 H -1.90 0.51 2.09  C4 1.097
19 H 3.44 1.77 0.61  C5 1.114
20 H 3.81 1.51 -1.08  C5 1.041
21 H 2.53 2.42 -0.50  C5 1.059
22 H 2.02 -1.52 1.09  N6 1.032
23 H 1.08 -2.92 -0.31  N7 1.059
24 H -2.85 1.61 0.34  N9 1.098
25 H -3.23 -0.01 0.18  N9 0.964

Properties
Charge   +1
Frontier orbital gap   8.99 eV
Energy relative to the best compared isomer or geometry (same formula, charge and spin)   27.99 kcal per mole

Population analysis type natural (NBO), resulting atomic charges in e: 0.08 -0.28 -0.27 -0.24 -0.84 -1.10 -1.09 -0.61 -0.49 1.27 0.37 0.24 0.21 0.28 0.25 0.36 0.23 0.23 0.27 0.26 0.25 0.38 0.36 0.42 0.43